<P>
Below is one molecule with the formula C5H4O3, with properties calculated with ωB97M-V/def2-TZVPD.

gap between HOMO and LUMO	9.0	eV
HOMO	-8.6	eV

```
12
C5H4O3 | the Open Molecules 2025 dataset | ωB97M-V/def2-TZVPD
C -1.50 -0.88 -0.05
C -0.23 -0.64 -0.07
C 1.00 -1.42 -0.09
C 2.00 -0.54 0.16
C 0.30 0.78 0.01
H -3.37 -0.30 -0.12
H -1.91 -1.83 0.01
H 1.08 -2.56 -0.12
H 3.09 -0.65 -0.10
O -2.44 0.09 0.14
O 1.71 0.83 0.05
O -0.32 1.78 -0.11
```

***

<Q>
Below is one molecule with the formula C5H4O3, with properties calculated with ωB97M-V/def2-TZVPD.

gap between HOMO and LUMO	10.0	eV
HOMO	-9.6	eV

```
12
C5H4O3 | the Open Molecules 2025 dataset | ωB97M-V/def2-TZVPD
C -0.29 0.94 0.55
C 0.34 1.01 -0.55
C 0.28 -0.15 -1.39
C 0.25 -1.39 -0.67
C -0.22 -1.39 0.60
H -0.53 1.73 2.34
H 0.37 2.06 -0.82
H 0.53 -2.17 -1.41
H -0.09 -2.35 1.31
O -0.65 1.99 1.37
O 0.53 -0.06 -2.52
O -0.53 -0.22 1.18
```

***

<R>
Below is one molecule with the formula C5H4O3, with properties calculated with ωB97M-V/def2-TZVPD.

gap between HOMO and LUMO	8.9	eV
HOMO	-8.8	eV

```
12
C5H4O3 | the Open Molecules 2025 dataset | ωB97M-V/def2-TZVPD
C -0.68 -0.91 -1.09
C 0.02 -0.36 -0.14
C -0.44 0.78 0.70
C 0.75 1.08 1.28
C 1.45 -0.50 -0.02
H -2.47 -0.28 -0.57
H -0.23 -1.70 -1.68
H -1.37 1.37 0.61
H 0.95 1.94 2.01
O -2.04 -0.69 -1.31
O 1.80 0.44 0.86
O 2.27 -1.16 -0.65
```

***

Which is the most stable structure? <R> is the most stable.

***

<P>
Below is one molecule with the formula C7H6O2, with properties calculated with ωB97M-V/def2-TZVPD.

gap between HOMO and LUMO	9.4	eV
HOMO	-9.2	eV

```
15
C7H6O2 | the Open Molecules 2025 dataset | ωB97M-V/def2-TZVPD
C -0.58 -1.75 -0.10
C 0.64 -1.46 -0.57
C 1.42 0.55 0.70
C 0.30 1.25 0.91
C -1.38 -0.49 0.15
C 0.89 0.00 -0.64
C -0.45 0.66 -0.26
O -2.52 -0.32 0.56
O -1.14 1.56 -1.04
H -1.00 -2.65 0.16
H 1.33 -2.30 -0.71
H 2.41 0.23 1.04
H 0.15 1.90 1.74
H 1.32 0.53 -1.42
H -1.39 2.30 -0.52
```

***

<Q>
Below is one molecule with the formula C7H6O2, with properties calculated with ωB97M-V/def2-TZVPD.

gap between HOMO and LUMO	9.4	eV
HOMO	-9.0	eV

```
15
C7H6O2 | the Open Molecules 2025 dataset | ωB97M-V/def2-TZVPD
C -0.46 0.88 -0.21
C 0.83 1.30 -0.05
C 1.74 0.45 0.01
C 1.59 -0.96 0.00
C 0.37 -1.44 -0.18
C -0.72 -0.54 -0.33
C -2.10 -0.96 0.02
H -1.04 2.55 0.13
H 1.16 2.40 0.02
H 2.66 0.90 0.27
H 2.57 -1.48 -0.27
H 0.05 -2.55 0.11
H -2.16 -2.14 0.60
O -1.47 1.79 -0.06
O -3.04 -0.21 -0.06
```

***

Which is the most stable structure? <Q> is the most stable.

***

<P>
Below is an isolated ion of composition C10H17O2S and charge -1, with properties calculated with ωB97M-V/def2-TZVPD.

gap between HOMO and LUMO (spin up / spin down)	6.0 / 5.9	eV
charge	-1
HOMO (spin up / spin down)	-2.9 / -2.8	eV

```
30
C10H17O2S | the Open Molecules 2025 dataset | ωB97M-V/def2-TZVPD
C -1.94 0.40 0.26
C -1.40 0.09 -1.16
C -0.18 2.06 1.13
C -0.63 0.57 1.10
C 0.24 2.57 -0.24
C -0.01 -0.14 -1.01
C 0.34 -0.41 0.48
C 0.75 -0.50 -2.22
C 0.02 -1.85 0.81
C 1.80 -0.36 0.94
O -2.28 3.80 -0.83
O -0.40 3.67 -2.47
S -1.12 2.99 -1.36
H -2.33 1.46 0.24
H -2.56 -0.42 0.64
H -2.05 -0.66 -1.65
H -1.55 0.95 -1.93
H -0.99 2.68 1.68
H 0.78 2.00 1.81
H -1.02 0.31 2.11
H 1.10 2.59 -0.80
H 0.75 -1.59 -2.73
H 1.82 -0.22 -2.00
H 0.38 0.13 -3.05
H 0.73 -2.49 0.34
H -0.94 -2.23 0.50
H 0.09 -1.92 1.92
H 2.44 -1.21 0.53
H 1.63 -0.31 2.07
H 2.37 0.55 0.83
```

***

<Q>
Below is an isolated ion of composition C10H17O2S and charge -1, with properties calculated with ωB97M-V/def2-TZVPD.

gap between HOMO and LUMO	6.0	eV
charge	-1
HOMO	-2.9	eV

```
30
C10H17O2S | the Open Molecules 2025 dataset | ωB97M-V/def2-TZVPD
C 0.93 2.20 -1.05
C 0.14 -0.21 -1.12
C 0.52 1.03 -0.36
C 0.17 -1.66 -1.15
C 0.35 -2.46 0.12
C -0.88 0.69 3.34
C -1.95 2.07 1.40
C 1.23 -2.70 -3.66
C 0.41 1.06 1.17
C -1.00 0.92 1.82
O 1.23 2.13 -2.41
O 1.05 3.32 -0.52
S -0.24 -2.55 -2.64
H -0.12 0.00 -2.25
H 1.07 1.18 -2.65
H 1.39 -2.89 0.09
H -0.28 -3.31 0.11
H 0.15 -2.00 1.06
H -0.30 1.44 3.81
H -0.51 -0.32 3.66
H -1.92 0.70 3.99
H -1.93 2.81 2.19
H -3.01 1.72 1.50
H -1.66 2.51 0.44
H 1.23 -3.44 -4.52
H 2.17 -2.82 -2.98
H 1.41 -1.79 -4.08
H 1.02 0.31 1.69
H 0.75 2.19 1.49
H -1.43 -0.11 1.51
```

***

Which is the most stable structure? <Q> is the most stable.

***

<P>
Below is one molecule with the formula C7H10S, with properties calculated with ωB97M-V/def2-TZVPD.

gap between HOMO and LUMO	8.3	eV
HOMO	-7.4	eV

```
18
C7H10S | the Open Molecules 2025 dataset | ωB97M-V/def2-TZVPD
C 0.75 -1.31 0.13
C 3.05 0.04 -0.23
C -2.16 -0.36 -1.34
C 0.29 1.18 0.47
C -0.38 -1.12 0.78
C -0.91 0.29 0.75
C -1.92 0.49 -0.36
S 1.44 0.15 -0.66
H 1.30 -2.23 0.00
H 3.27 0.00 0.82
H 3.67 0.69 -0.82
H -2.88 -0.14 -2.11
H -1.66 -1.31 -1.41
H 0.04 2.09 -0.06
H 0.86 1.42 1.37
H -0.95 -1.89 1.27
H -1.38 0.55 1.70
H -2.44 1.44 -0.31
```

***

<Q>
Below is C7H10S as an isolated structure, with properties calculated with ωB97M-V/def2-TZVPD.

gap between HOMO and LUMO	9.5	eV
HOMO	-8.6	eV

```
18
C7H10S | the Open Molecules 2025 dataset | ωB97M-V/def2-TZVPD
C 0.51 1.61 -0.77
C 0.30 0.39 0.04
C 1.35 0.09 1.14
C 0.46 -0.88 -0.82
C -0.70 -1.78 -0.47
C -1.57 -1.17 0.32
C -1.18 0.24 0.58
H -0.30 1.60 -1.49
H 1.49 1.52 -1.26
H 0.52 2.56 -0.16
H 0.88 -0.30 2.03
H 2.05 0.91 1.35
H 0.49 -0.63 -1.89
H -0.75 -2.80 -0.87
H -2.50 -1.63 0.67
H -1.32 0.64 1.66
H -1.83 0.80 -0.11
S 2.08 -1.17 0.05
```

***

Which is the most stable structure? <Q> is the most stable.

***

<P>
Below is a 2-piece molecular cluster, C2H6O2 overall, with properties calculated with ωB97M-V/def2-TZVPD.

gap between HOMO and LUMO	11.2	eV
HOMO	-10.5	eV

```
10
C2H6O2 | the Open Molecules 2025 dataset | ωB97M-V/def2-TZVPD
O -0.24 -0.16 -0.16
C -0.63 0.95 -0.39
C 0.22 2.19 -0.39
H -1.71 1.07 -0.65
H 0.79 2.10 0.50
H -0.33 3.10 -0.52
H 0.78 2.01 -1.41
H 0.03 -2.03 0.20
H 1.22 -2.19 1.01
O 0.42 -2.70 0.81
```

***

<Q>
Below is a 2-piece molecular cluster, C2H6O2 overall, with properties calculated with ωB97M-V/def2-TZVPD.

gap between HOMO and LUMO (spin up / spin down)	8.3 / 7.6	eV
HOMO (spin up / spin down)	-7.8 / -7.1	eV

```
10
C2H6O2 | the Open Molecules 2025 dataset | ωB97M-V/def2-TZVPD
C -1.05 0.28 -0.50
C 0.36 0.10 0.09
O 1.18 1.14 0.06
O 0.96 -1.11 -0.12
H -1.13 1.33 -0.57
H -1.07 -0.38 -1.42
H -1.76 -0.17 0.17
H 0.28 -0.25 2.27
H 2.07 0.82 0.37
H 0.16 -1.77 -0.34
```

***

<R>
Below is a 2-piece molecular cluster, C2H6O2 overall, with properties calculated with ωB97M-V/def2-TZVPD.

gap between HOMO and LUMO	10.8	eV
HOMO	-10.2	eV

```
10
C2H6O2 | the Open Molecules 2025 dataset | ωB97M-V/def2-TZVPD
C 2.33 -0.34 -0.17
O 1.81 0.86 0.39
H 3.40 -0.30 -0.43
H 1.71 -0.76 -0.96
H 2.34 -1.05 0.65
H 1.66 1.46 -0.32
O -2.84 -0.66 0.09
C -1.95 0.06 -0.24
H -0.88 -0.20 -0.28
H -2.05 1.18 -0.22
```

***

<S>
Below is one molecule with the formula C2H6O2, with properties calculated with ωB97M-V/def2-TZVPD.

gap between HOMO and LUMO	11.1	eV
HOMO	-10.2	eV

```
10
C2H6O2 | the Open Molecules 2025 dataset | ωB97M-V/def2-TZVPD
O -0.09 -0.98 1.10
C 0.48 -0.58 -0.14
C 0.13 0.88 -0.34
O -1.25 1.08 -0.18
H -0.54 -1.82 0.98
H 1.57 -0.73 -0.12
H 0.06 -1.17 -0.97
H 0.71 1.49 0.37
H 0.40 1.20 -1.35
H -1.46 0.63 0.65
```

***

Which is the most stable structure? <S> is the most stable.

***

<P>
Below is one molecule with the formula CH4OS3, with properties calculated with ωB97M-V/def2-TZVPD.

gap between HOMO and LUMO	9.2	eV
HOMO	-9.6	eV

```
9
CH4OS3 | the Open Molecules 2025 dataset | ωB97M-V/def2-TZVPD
C -0.65 0.18 -0.11
O 2.11 0.18 -0.66
S -0.01 -1.41 0.62
S 3.40 -2.23 0.34
S 2.05 -0.85 0.37
H -0.58 0.93 0.65
H -1.66 0.10 -0.59
H 0.11 0.31 -0.88
H 2.21 -0.27 1.78
```

***

<Q>
Below is one molecule with the formula CH4OS3, with properties calculated with ωB97M-V/def2-TZVPD.

gap between HOMO and LUMO	8.7	eV
HOMO	-8.4	eV

```
9
CH4OS3 | the Open Molecules 2025 dataset | ωB97M-V/def2-TZVPD
C -0.88 -0.60 -0.23
H 2.01 0.46 0.85
H 3.13 -0.70 -0.22
H -0.62 1.77 -0.08
H -2.63 0.98 0.20
O -0.47 -1.71 -0.39
S 1.83 -0.63 0.10
S 0.25 0.78 -0.31
S -2.63 -0.35 0.08
```

***

Which is the most stable structure? <P> is the most stable.

***

<P>
Below is a 2-piece molecular cluster, C3H4ClN2O overall, with properties calculated with ωB97M-V/def2-TZVPD.

gap between HOMO and LUMO (spin up / spin down)	7.6 / 7.2	eV
charge	+1
HOMO (spin up / spin down)	-15.7 / -15.3	eV

```
11
C3H4ClN2O | the Open Molecules 2025 dataset | ωB97M-V/def2-TZVPD
C 1.27 1.66 1.12
C -0.34 0.83 -0.08
C 0.48 -0.31 0.46
N 0.27 2.00 0.39
N 1.39 0.35 1.43
O 1.98 -0.20 2.25
Cl 2.64 3.69 2.64
H -0.45 0.91 -1.08
H -1.36 0.70 0.43
H -0.10 -1.09 0.94
H 1.14 -0.77 -0.41
```

***

<Q>
Below is an isolated ion of composition C3H4ClN2O and charge +1, with properties calculated with ωB97M-V/def2-TZVPD.

gap between HOMO and LUMO	8.2	eV
charge	+1
HOMO	-14.5	eV

```
11
C3H4ClN2O | the Open Molecules 2025 dataset | ωB97M-V/def2-TZVPD
C 0.79 -1.08 -0.12
C -1.62 -0.53 0.34
C 0.24 1.03 -0.24
N 1.52 0.24 -0.28
N -0.47 -0.27 -0.14
O 1.02 -2.21 -0.17
Cl 3.04 0.91 0.06
H -2.42 0.12 0.68
H -2.06 -1.46 0.43
H 0.15 1.67 0.55
H -0.19 1.55 -1.09
```

***

Which is the most stable structure? <Q> is the most stable.

***

<P>
Below is a 2-piece molecular cluster, H5N3S overall, with properties calculated with ωB97M-V/def2-TZVPD.

gap between HOMO and LUMO	8.6	eV
HOMO	-8.1	eV

```
9
H5N3S | the Open Molecules 2025 dataset | ωB97M-V/def2-TZVPD
N -1.17 0.28 0.12
N 1.86 0.62 0.07
N -0.55 -0.67 -0.63
S 1.17 -0.96 -0.13
H -1.24 0.18 1.26
H -2.03 0.53 -0.29
H 1.61 1.14 -0.72
H 1.45 0.98 0.89
H -1.09 -2.10 -0.58
```

***

<Q>
Below is one molecule with the formula H5N3S, with properties calculated with ωB97M-V/def2-TZVPD.

gap between HOMO and LUMO	9.4	eV
HOMO	-8.8	eV

```
9
H5N3S | the Open Molecules 2025 dataset | ωB97M-V/def2-TZVPD
N 0.60 -1.03 -0.04
N 0.29 1.43 0.01
N -0.20 -0.02 -0.53
S -2.02 -0.03 0.10
H 0.47 -1.92 -0.62
H 0.77 -1.06 0.95
H -0.30 1.98 -0.60
H 0.03 1.55 1.05
H -2.29 0.33 -1.19
```

***

Which is the most stable structure? <Q> is the most stable.

***

<P>
Below is an isolated ion of composition C2H2NO and charge -1, with properties calculated with ωB97M-V/def2-TZVPD.

gap between HOMO and LUMO	6.7	eV
charge	-1
HOMO	-1.8	eV

```
6
C2H2NO | the Open Molecules 2025 dataset | ωB97M-V/def2-TZVPD
C 0.00 0.85 -0.30
C 0.49 -0.32 -0.44
N 0.12 -0.12 0.99
O -1.02 -0.79 1.21
H -0.56 1.68 -0.71
H 0.96 -1.31 -0.75
```

***

<Q>
Below is an isolated ion of composition C2H2NO and charge -1, with properties calculated with ωB97M-V/def2-TZVPD.

gap between HOMO and LUMO	6.7	eV
charge	-1
HOMO	-1.9	eV

```
6
C2H2NO | the Open Molecules 2025 dataset | ωB97M-V/def2-TZVPD
C -0.84 -0.44 0.19
C 1.28 0.84 0.23
N 0.33 0.05 -0.09
O -1.89 0.13 -0.12
H -0.76 -1.50 0.52
H 1.88 0.92 -0.73
```

***

Which is the most stable structure? <Q> is the most stable.

***

<P>
Below is a 2-piece molecular cluster, C2H10N2 overall, with properties calculated with ωB97M-V/def2-TZVPD.

gap between HOMO and LUMO	10.3	eV
HOMO	-9.2	eV

```
14
C2H10N2 | the Open Molecules 2025 dataset | ωB97M-V/def2-TZVPD
N 0.32 -2.51 1.15
H 0.05 -2.82 2.08
H 1.34 -2.50 1.15
H 0.02 -1.55 1.02
C 0.96 0.76 -1.17
C -0.52 1.08 -0.86
N -0.81 1.05 0.56
H 1.48 1.61 -1.57
H 1.00 0.01 -1.97
H 1.46 0.33 -0.31
H -1.12 0.34 -1.41
H -0.80 2.04 -1.27
H -1.51 1.70 0.90
H -1.10 0.12 0.85
```

***

<Q>
Below is a 2-piece molecular cluster, C2H10N2 overall, with properties calculated with ωB97M-V/def2-TZVPD.

gap between HOMO and LUMO	10.0	eV
HOMO	-9.0	eV

```
14
C2H10N2 | the Open Molecules 2025 dataset | ωB97M-V/def2-TZVPD
C -0.79 -0.39 -1.96
N -1.30 0.70 -1.10
H -0.45 0.07 -2.89
H 0.04 -0.92 -1.49
H -1.63 -0.99 -2.27
H -0.59 1.36 -0.84
H -1.71 0.24 -0.31
C 0.52 -0.44 1.59
N 1.45 0.64 1.25
H -0.47 -0.06 1.35
H 0.80 -1.27 0.94
H 0.47 -0.86 2.58
H 1.25 1.54 1.68
H 2.40 0.37 1.47
```

***

Which is the most stable structure? <P> is the most stable.

***

<P>
Below is C15H20N4O4PdSi as an isolated structure, with properties calculated with ωB97M-V/def2-TZVPD.

gap between HOMO and LUMO	8.6	eV
HOMO	-8.4	eV

```
45
C15H20N4O4PdSi | the Open Molecules 2025 dataset | ωB97M-V/def2-TZVPD
Pd -0.03 0.01 -0.25
C 3.24 -1.59 0.30
C 3.11 -0.10 0.32
C 4.15 0.75 0.66
C 3.93 2.13 0.67
C 2.69 2.66 0.36
C 1.68 1.76 0.01
N 1.93 0.43 -0.01
N 0.38 1.98 -0.34
Si -0.07 2.99 -1.69
C 1.46 3.36 -2.71
C -1.30 2.09 -2.79
C -0.83 4.60 -1.10
H 3.93 -1.89 -0.50
H 2.28 -2.07 0.13
H 3.66 -1.95 1.24
H 5.11 0.34 0.91
H 4.74 2.79 0.95
H 2.49 3.72 0.40
H 1.90 2.43 -3.07
H 2.22 3.89 -2.13
H 1.21 3.98 -3.58
H -0.97 1.07 -2.99
H -1.37 2.61 -3.75
H -2.30 2.05 -2.37
H -0.13 5.15 -0.46
H -1.74 4.44 -0.52
H -1.08 5.25 -1.94
C -3.36 1.88 0.25
C -3.20 0.41 0.08
N -2.06 -0.25 0.01
C -2.36 -1.59 0.01
C -3.71 -1.75 0.08
N -4.22 -0.47 0.11
C -4.64 -2.90 0.15
O -4.11 -4.10 0.21
O -5.83 -2.69 0.17
C -1.24 -2.58 -0.05
O -1.49 -3.78 0.01
O -0.09 -2.05 -0.20
H -2.37 2.33 0.27
H -3.85 2.10 1.20
H -3.94 2.32 -0.55
H -5.21 -0.28 0.20
H -3.09 -4.07 0.20
```

***

<Q>
Below is C15H20N4O4PdSi as an isolated structure, with properties calculated with ωB97M-V/def2-TZVPD.

gap between HOMO and LUMO (spin up / spin down)	7.6 / 7.6	eV
HOMO (spin up / spin down)	-8.5 / -8.5	eV

```
45
C15H20N4O4PdSi | the Open Molecules 2025 dataset | ωB97M-V/def2-TZVPD
Pd -0.74 -0.10 -0.58
C -3.51 1.78 -1.63
C -2.60 2.37 -0.59
C -2.84 3.57 0.04
C -1.95 4.01 1.02
C -0.84 3.28 1.37
C -0.60 2.08 0.67
N -1.48 1.70 -0.27
N 0.38 1.15 0.82
Si 2.06 1.52 0.70
C 3.00 -0.05 1.09
C 2.49 2.16 -1.01
C 2.57 2.81 1.95
H -4.55 1.87 -1.32
H -3.29 0.72 -1.76
H -3.39 2.29 -2.58
H -3.73 4.14 -0.21
H -2.15 4.94 1.53
H -0.16 3.59 2.15
H 2.78 -0.85 0.39
H 2.71 -0.38 2.09
H 4.08 0.13 1.08
H 2.11 1.49 -1.79
H 3.57 2.25 -1.14
H 2.05 3.15 -1.17
H 2.31 2.47 2.96
H 2.09 3.77 1.78
H 3.65 2.97 1.92
C 2.18 -2.37 -1.64
C 0.95 -2.81 -0.93
N -0.08 -2.06 -0.59
C -1.06 -2.89 -0.10
C -0.57 -4.16 -0.08
N 0.69 -4.08 -0.60
C -1.10 -5.50 0.31
O -2.33 -5.54 0.77
O -0.38 -6.46 0.17
C -2.42 -2.36 0.17
O -3.26 -3.16 0.61
O -2.63 -1.16 -0.16
H 2.17 -1.29 -1.77
H 2.22 -2.83 -2.63
H 3.09 -2.64 -1.10
H 1.27 -4.90 -0.74
H -2.75 -4.62 0.78
```

***

Which is the most stable structure? <P> is the most stable.

***

<P>
Below is one molecule with the formula CHNOS2, with properties calculated with ωB97M-V/def2-TZVPD.

gap between HOMO and LUMO	8.7	eV
HOMO	-8.8	eV

```
6
CHNOS2 | the Open Molecules 2025 dataset | ωB97M-V/def2-TZVPD
C -2.80 -0.26 -0.03
N -1.61 -0.10 0.21
O -3.97 -0.32 -0.19
S -0.10 -0.73 0.57
S 0.38 -2.44 -0.19
H 0.89 0.14 -0.13
```

***

<Q>
Below is a 3-piece molecular cluster, CHNOS2 overall, with properties calculated with ωB97M-V/def2-TZVPD.

gap between HOMO and LUMO (spin up / spin down)	7.3 / 7.3	eV
HOMO (spin up / spin down)	-8.5 / -8.5	eV

```
6
CHNOS2 | the Open Molecules 2025 dataset | ωB97M-V/def2-TZVPD
C 1.56 -0.30 -0.18
N -1.51 -0.99 0.22
O 1.50 0.71 0.48
S 1.12 -1.54 -1.03
S -0.80 0.24 0.38
H -1.88 1.88 0.13
```

***

Which is the most stable structure? <P> is the most stable.